1.
{"formula": "C20H15F3N6O2RuS", "method": "ωB97M-V/def2-TZVPD", "total_charge": 1, "homo_ev": [-11.490, -11.409], "s_squared": 1.189, "homo_lumo_gap_ev": [6.15, 6.35], "spin_multiplicity": 2, "species": ["Ru", "O", "C", "C", "C", "C", "N", "C", "C", "C", "C", "C", "C", "O", "C", "C", "N", "H", "H", "H", "H", "H", "H", "H", "H", "H", "H", "H", "H", "F", "C", "F", "F", "C", "C", "C", "C", "N", "C", "S", "H", "H", "H", "N", "C", "N", "C", "N"], "positions_angstrom": [[-1.2249, -0.5288, 0.6883], [2.2258, 5.7069, 0.1094], [0.9015, 5.6485, 0.5665], [0.3646, 4.2529, 0.4414], [-0.9901, 3.9864, 0.6333], [-1.4395, 2.6848, 0.5110], [-0.6339, 1.6723, 0.2023], [0.6770, 1.9076, 0.0169], [1.2034, 3.1901, 0.1341], [1.5102, 0.7345, -0.2850], [2.8230, 0.8254, -0.7352], [3.5567, -0.3331, -0.9598], [4.9895, -0.2590, -1.4160], [5.3109, 0.9376, -2.0616], [2.9392, -1.5610, -0.7352], [1.6244, -1.5773, -0.3163], [0.9281, -0.4643, -0.0990], [2.5677, 6.5990, 0.2362], [0.2510, 6.3301, -0.0028], [0.8377, 5.9428, 1.6260], [-1.6820, 4.7783, 0.8774], [-2.4861, 2.4355, 0.6526], [2.2524, 3.3890, -0.0026], [3.2960, 1.7793, -0.9078], [5.2245, -1.1400, -2.0272], [5.6272, -0.2944, -0.5237], [4.9744, 0.9316, -2.9658], [3.4770, -2.4829, -0.8812], [1.0979, -2.5120, -0.1548], [-6.0387, -2.6719, -1.6662], [-4.9221, -2.8598, -2.3798], [-5.1838, -3.8197, -3.2736], [-4.6949, -1.7407, -3.0722], [-3.7601, -3.2548, -1.4983], [-3.4903, -4.6019, -1.3050], [-2.4195, -4.9686, -0.5013], [-1.6288, -3.9693, 0.0468], [-1.8823, -2.6818, -0.1371], [-2.9569, -2.3024, -0.8562], [-3.2353, -0.5901, -0.8524], [-4.1143, -5.3483, -1.7760], [-2.2011, -6.0055, -0.3108], [-0.7735, -4.2114, 0.6652], [-1.4817, -0.6280, 2.6715], [-1.1031, -0.6721, 3.7959], [-0.9049, -0.7195, 5.0007], [-0.0610, -0.7512, 5.9602], [0.6484, -0.7826, 6.8672]], "forces_ev_per_angstrom": [[-0.5, 0.5, -3.0], [0.2, -0.1, -0.1], [-0.3, 0.4, 0.2], [-0.1, -0.1, -0.1], [0.2, -0.1, -0.1], [-0.3, 0.3, 0.0], [-0.2, -1.4, 1.1], [-0.1, 0.5, 0.1], [-0.2, -0.3, -0.1], [0.3, -0.3, -0.1], [-0.3, -0.1, 0.1], [-0.2, -0.1, 0.0], [0.2, -0.3, 0.2], [-0.1, 0.4, -0.2], [-0.1, 0.3, 0.0], [0.1, -0.4, -0.1], [-1.2, -0.2, 0.9], [0.0, -0.1, 0.0], [0.0, -0.1, 0.1], [-0.1, 0.0, -0.1], [-0.1, 0.0, 0.0], [0.1, 0.0, 0.0], [0.1, -0.1, 0.0], [0.0, 0.1, 0.0], [0.0, 0.1, 0.1], [-0.1, -0.1, -0.1], [0.1, 0.0, 0.1], [0.0, -0.2, -0.1], [0.1, 0.1, 0.0], [0.0, 0.1, 0.2], [-0.2, -0.1, 0.0], [0.0, -0.2, 0.0], [0.2, 0.2, 0.0], [0.2, 0.1, 0.0], [0.2, 0.2, 0.2], [0.0, 0.2, -0.1], [0.0, -0.5, 0.1], [-0.2, 1.3, 0.7], [0.0, -0.7, -0.1], [1.7, 0.7, 1.4], [0.0, 0.0, 0.0], [0.1, -0.1, 0.0], [0.0, 0.0, 0.0], [0.3, 0.0, -1.8], [0.2, 0.0, 1.0], [-1.3, 0.0, -1.5], [0.9, 0.0, 1.0], [0.3, 0.0, 0.3]], "nbo_charge": [1.138, -0.715, -0.098, 0.069, -0.224, 0.080, -0.453, 0.181, -0.216, 0.195, -0.219, 0.062, -0.101, -0.694, -0.232, 0.080, -0.465, 0.494, 0.196, 0.201, 0.243, 0.227, 0.258, 0.256, 0.191, 0.220, 0.478, 0.242, 0.217, -0.308, 0.978, -0.312, -0.308, -0.200, -0.089, -0.258, 0.082, -0.495, 0.088, 0.002, 0.255, 0.247, 0.214, -0.696, 0.693, -0.566, 0.411, -0.349]}

2.
{"formula": "C20H15NNiO4PS2Se2", "method": "ωB97M-V/def2-TZVPD", "total_charge": -1, "homo_ev": [-5.308, -5.357], "s_squared": 2.007, "homo_lumo_gap_ev": [7.63, 7.68], "spin_multiplicity": 3, "species": ["Ni", "Se", "P", "Se", "C", "C", "C", "C", "C", "C", "C", "C", "C", "C", "C", "C", "H", "H", "H", "H", "H", "H", "H", "H", "H", "H", "O", "S", "O", "N", "C", "S", "C", "C", "C", "C", "C", "C", "H", "H", "H", "H", "O", "C", "O", "H"], "positions_angstrom": [[0.0166, -0.2859, 0.5443], [-2.2252, 0.4818, 1.1356], [-1.0712, 0.9325, 2.9145], [0.9751, 0.2008, 2.8426], [-1.0336, 2.7277, 3.2874], [-0.1108, 3.2111, 4.2097], [-0.0745, 4.5636, 4.5051], [-0.9475, 5.4368, 3.8696], [-1.8504, 4.9575, 2.9334], [-1.8970, 3.6017, 2.6410], [-1.9272, 0.2263, 4.3814], [-3.2508, -0.1890, 4.2993], [-3.8528, -0.8026, 5.3883], [-3.1390, -0.9953, 6.5613], [-1.8252, -0.5566, 6.6542], [-1.2164, 0.0449, 5.5642], [0.5935, 2.5296, 4.6701], [0.6443, 4.9449, 5.2196], [-0.9115, 6.4962, 4.0917], [-2.5134, 5.6432, 2.4207], [-2.5863, 3.2133, 1.9016], [-3.7914, -0.0570, 3.3715], [-4.8768, -1.1462, 5.3141], [-3.6002, -1.5121, 7.3940], [-1.2732, -0.7001, 7.5752], [-0.1768, 0.3459, 5.6117], [-1.6495, -7.0336, 0.6383], [-2.1815, -5.6977, 0.6284], [-3.4886, -5.5219, 0.0547], [-1.1043, -4.6392, -0.0396], [-0.7634, -3.7178, 0.8088], [0.4213, -2.5409, 0.4645], [-1.3651, -3.8405, 2.1679], [-1.1914, -3.0302, 3.2751], [-1.7937, -3.4045, 4.4701], [-2.5448, -4.5711, 4.5616], [-2.7366, -5.3752, 3.4424], [-2.1468, -4.9794, 2.2642], [-0.5831, -2.1352, 3.2148], [-1.6647, -2.7794, 5.3436], [-2.9885, -4.8600, 5.5063], [-3.3311, -6.2789, 3.4880], [-0.3757, -0.0281, -1.5451], [0.1940, 1.0818, -1.4553], [0.6096, 1.5517, -0.3656], [0.3385, 1.6777, -2.3747]], "forces_ev_per_angstrom": [[0.2, 0.3, -0.6], [-0.1, 0.1, 0.4], [-0.1, 0.2, 0.4], [-0.3, 0.1, 0.1], [0.0, -0.2, -0.2], [0.0, 0.0, 0.0], [0.0, 0.0, 0.0], [0.0, 0.0, 0.0], [0.0, 0.0, 0.0], [0.0, 0.0, 0.1], [0.2, -0.1, -0.2], [0.0, 0.1, 0.0], [0.0, 0.0, 0.1], [-0.1, 0.0, 0.0], [0.0, 0.1, 0.1], [0.0, 0.0, 0.0], [0.0, 0.0, 0.0], [0.0, 0.0, 0.0], [0.0, 0.0, 0.0], [0.0, 0.0, 0.0], [0.0, 0.0, 0.0], [0.0, -0.1, 0.0], [0.0, 0.0, 0.0], [0.0, 0.1, 0.0], [0.0, 0.0, 0.0], [0.0, 0.0, 0.0], [0.1, 0.1, 0.1], [-0.2, -0.2, 0.3], [0.1, 0.1, 0.0], [-0.1, 0.0, 0.1], [-0.1, 0.1, -0.1], [0.5, -0.4, -0.3], [-0.2, -0.1, 0.3], [0.1, 0.0, 0.0], [0.1, 0.0, 0.0], [0.0, 0.0, -0.1], [-0.2, -0.1, 0.0], [0.2, 0.1, -0.4], [0.0, -0.1, 0.0], [0.0, -0.1, 0.0], [0.0, 0.0, 0.0], [0.0, 0.0, 0.0], [0.2, -0.1, 0.2], [-0.1, 0.3, -0.3], [0.1, -0.3, 0.2], [0.0, 0.0, 0.1]], "nbo_charge": [1.230, -0.485, 0.952, -0.529, -0.290, -0.213, -0.216, -0.205, -0.213, -0.214, -0.411, -0.131, -0.216, -0.217, -0.216, -0.199, 0.226, 0.209, 0.207, 0.210, 0.237, 0.231, 0.213, 0.210, 0.211, 0.228, -0.941, 2.285, -0.939, -0.719, 0.139, -0.366, -0.033, -0.198, -0.213, -0.198, -0.198, -0.323, 0.245, 0.218, 0.205, 0.223, -0.735, 0.621, -0.768, 0.085]}

Number 1: E_tot -55580.904 eV. Number 2: E_tot -233363.471 eV.